The following is a quantum chemistry calculation of C26H18IrN2O6S3 as an isolated structure, from OMol25.

Charge: 0
Spin multiplicity: 2
ΔE to the lowest compared entry with this formula, charge and spin in eV: 3.1074
Total energy in eV: -77861.9751
Kohn-Sham gap (alpha / beta) in eV: 7.243 / 5.919
<S²>: 1.046
LUMO level (alpha / beta) in Ha: -0.04098 / -0.07948
Highest occupied orbital energy (alpha / beta) in hartree: -0.3072 / -0.2970

CARTESIAN COORDINATES (ANGSTROEM)
Ir  -0.7860  -0.2801  0.1279
S  -2.6652  -0.4031  2.4735
C  -1.2216  0.0301  3.3006
C  -1.2038  0.4149  4.6480
C  0.0044  0.7500  5.2273
C  1.1596  0.6961  4.4535
C  1.0513  0.2949  3.1284
N  -0.0997  -0.0468  2.5758
H  -2.1283  0.4411  5.2014
H  0.0592  1.0414  6.2671
H  2.1206  0.9557  4.8707
H  1.9198  0.2306  2.4899
O  -2.4672  1.2015  0.4821
S  -1.5921  2.3804  0.2728
O  -1.9261  3.4709  1.1485
O  -0.2025  1.9366  0.4000
C  -1.7023  3.0438  -1.4173
C  -1.8848  4.4174  -1.4904
C  -1.7637  5.0745  -2.7037
C  -1.4539  4.3672  -3.8544
C  -1.2860  2.9950  -3.7788
C  -1.4068  2.3404  -2.5642
S  -1.1001  0.5731  -2.6155
O  -1.0968  0.2055  -4.0065
O  -2.1596  -0.0660  -1.8259
O  0.1981  0.3840  -1.9482
H  -2.1047  4.9506  -0.5800
H  -1.9012  6.1425  -2.7485
H  -1.3315  4.8740  -4.7991
H  -1.0485  2.3922  -4.6397
C  -3.2723  -3.7069  -0.6249
C  -2.3466  -4.6302  -1.0963
C  -0.9980  -4.3551  -1.0523
C  -0.5403  -3.1314  -0.5291
C  -1.4976  -2.1781  -0.0943
C  -2.8405  -2.4814  -0.1241
C  0.8216  -2.7207  -0.4184
C  1.9400  -3.5113  -0.6587
C  3.2093  -3.0146  -0.4856
C  3.3791  -1.6453  -0.1359
C  4.6330  -1.0610  0.0244
C  4.7775  0.3013  0.3097
C  3.6548  1.0987  0.3830
C  2.3892  0.5401  0.2415
C  2.2106  -0.8390  0.0245
N  0.9779  -1.3899  -0.0132
H  -4.3294  -3.9218  -0.6695
H  -2.6900  -5.5668  -1.5075
H  -0.2931  -5.0692  -1.4476
H  -3.5648  -1.7493  0.1969
H  1.7867  -4.5282  -0.9792
H  4.0755  -3.6324  -0.6529
H  5.5124  -1.6805  -0.0709
H  5.7601  0.7195  0.4659
H  3.7330  2.1629  0.5501
H  1.5313  1.1826  0.2692

Atomic partial charges in e from the natural (NBO) method, atoms 1 to 5: 1.189, 0.238, 0.009, -0.250, -0.141

=====

The following is a quantum chemistry calculation of a single C4H4 molecule, from OMol25.

Charge: 0
ΔE to the lowest compared entry with this formula, charge and spin in eV: 2.2872
Total energy in eV: -4207.8714
Kohn-Sham gap in eV: 10.019
LUMO level in Ha: -0.00233
Highest occupied orbital energy in hartree: -0.3705

CARTESIAN COORDINATES (ANGSTROEM)
C  0.2980  0.2298  -0.8734
C  0.6885  0.5363  -2.0317
C  -0.8107  -0.0744  0.1170
C  0.5747  -0.1092  0.5794
H  -1.4405  0.7684  0.3658
H  -1.3408  -0.9991  -0.0649
H  1.0648  -1.0597  0.7383
H  0.9660  0.7079  1.1695

Atomic partial charges in e from the natural (NBO) method, atoms 1 to 5: -0.462, 0.198, -0.339, -0.339, 0.235

=====

The following is a quantum chemistry calculation of a 3-piece molecular cluster, C2H10NO3 overall, from OMol25.

Charge: -1
ΔE to the lowest compared entry with this formula, charge and spin in eV: 1.2947
Total energy in eV: -9868.4760
Kohn-Sham gap in eV: 7.956
LUMO level in Ha: 0.15472
Highest occupied orbital energy in hartree: -0.1377

CARTESIAN COORDINATES (ANGSTROEM)
C  -0.0462  -0.9064  -0.6127
O  0.8970  -0.7630  0.3476
C  -0.7107  0.4329  -0.9511
N  -1.0009  1.3154  0.1256
H  0.3641  -1.4804  -1.4708
H  -0.6683  -1.6530  -0.2868
H  -0.0738  1.0773  -1.7483
H  -1.5782  0.1781  -1.4622
H  -1.5857  0.8659  0.8299
H  -0.1612  1.6125  0.4665
H  -1.2188  -1.2480  2.5310
H  -0.0005  -0.8699  1.7130
O  -0.4785  -0.6511  2.5569
H  2.6258  0.3822  -1.0566
H  1.4229  0.5565  -0.3053
O  2.2130  1.1510  -0.6768

Atomic partial charges in e from the natural (NBO) method, atoms 1 to 5: -0.086, -0.933, -0.254, -0.843, 0.107

=====

The following is a quantum chemistry calculation of C25H49NO2SSi2Yb as an isolated structure, from OMol25.

Charge: +1
Spin multiplicity: 2
ΔE to the lowest compared entry with this formula, charge and spin in eV: 2.7025
Total energy in eV: -90416.8020
Kohn-Sham gap (alpha / beta) in eV: 7.623 / 7.630
<S²>: 0.751
LUMO level (alpha / beta) in Ha: -0.08255 / -0.08334
Highest occupied orbital energy (alpha / beta) in hartree: -0.3627 / -0.3637

CARTESIAN COORDINATES (ANGSTROEM)
O  -0.5471  -1.0800  -1.4747
O  0.9321  0.8403  -3.1675
C  0.1990  -2.3031  -2.0051
C  -0.4666  -3.5546  -1.5230
H  1.2128  -2.1973  -1.5915
H  0.3288  -2.2551  -3.1089
H  -0.5581  -3.4979  -0.4464
H  0.1500  -4.4325  -1.7349
H  -1.4474  -3.6342  -1.9877
C  -1.7477  -0.6596  -2.2323
C  -1.7436  -0.9580  -3.7098
H  -1.8009  0.4258  -2.0548
H  -2.5894  -1.1763  -1.7451
H  -0.9948  -0.3331  -4.1944
H  -2.7123  -0.6683  -4.1437
H  -1.5777  -2.0113  -3.9362
C  0.3449  2.2979  -3.0063
C  2.2940  0.6203  -3.9091
C  -0.5808  2.5514  -4.1451
H  1.2277  2.9393  -2.9286
H  -0.2028  2.2878  -2.0639
H  -0.0642  2.5189  -5.1030
H  -1.0090  3.5544  -4.0513
H  -1.4004  1.8236  -4.1106
C  2.0975  0.9509  -5.3574
H  2.5019  -0.4441  -3.7559
H  3.0157  1.2013  -3.3341
H  1.3465  0.2799  -5.7925
H  3.0251  0.7970  -5.9157
H  1.8009  1.9900  -5.5075
H  1.2161  0.5778  -2.1983
Yb  -0.1728  -0.2659  0.9709
C  1.7572  0.5584  -0.5871
Si  3.3465  0.7684  0.2440
H  1.5874  -0.3861  -1.0979
H  1.4076  1.5343  -0.9867
C  4.6370  -0.4225  -0.4305
C  3.2293  0.5045  2.0915
C  3.7862  2.5756  -0.0320
C  -2.1366  -1.4799  1.2650
Si  -3.3759  -0.1291  1.2204
H  -1.9410  -1.9294  2.2565
H  -2.3122  -2.2835  0.5574
C  -4.7285  -0.4427  -0.0491
C  -2.5458  1.5210  0.7797
C  -4.0909  0.0368  2.9426
H  3.2067  2.9999  -0.8617
H  4.8569  2.6659  -0.2499
H  3.5346  3.1286  0.8819
H  4.4275  -1.4562  -0.1086
H  5.6016  -0.0964  -0.0051
H  4.6904  -0.4105  -1.5286
H  2.4540  -0.2151  2.3745
H  2.9931  1.4463  2.5898
H  4.1877  0.1131  2.4597
H  -3.0842  1.9461  -0.0787
H  -1.4803  1.5384  0.4678
H  -2.6358  2.2512  1.5994
H  -4.9752  0.6847  2.8923
H  -3.3666  0.4606  3.6533
H  -4.3839  -0.9572  3.3070
H  -5.5922  0.1979  0.1880
H  -5.0473  -1.4954  -0.0189
H  -4.3980  -0.2146  -1.0737
S  0.8358  -2.7582  5.0983
C  1.6483  -3.6531  3.8601
C  1.5606  -3.0115  2.6113
C  0.8214  -1.8064  2.6781
C  0.3805  -1.4896  3.9458
C  -0.3574  -0.2822  4.3709
C  -0.6892  -0.0354  5.7285
C  -1.3068  1.1452  6.1300
C  -1.5593  2.1104  5.1414
C  -1.1767  1.8293  3.8232
N  -0.6745  0.6408  3.4133
H  2.1470  -4.6022  4.0549
H  2.0209  -3.4286  1.7073
H  -0.4484  -0.8235  6.4463
H  -1.6002  1.3161  7.1661
H  -2.0296  3.0531  5.3638
H  -1.2595  2.5979  3.0630

Atomic partial charges in e from the Mulliken method, atoms 1 to 5: 0.468, 0.472, -0.563, -1.279, 0.209

=====

The following is a quantum chemistry calculation of C2H3BrN2S as an isolated structure, from OMol25.

Charge: 0
ΔE to the lowest compared entry with this formula, charge and spin in eV: 0.9872
Total energy in eV: -85979.0018
Kohn-Sham gap in eV: 8.451
LUMO level in Ha: -0.01172
Highest occupied orbital energy in hartree: -0.3223

CARTESIAN COORDINATES (ANGSTROEM)
C  0.9326  -0.6791  0.1198
C  -0.4743  -0.2961  0.3142
N  1.7052  0.2457  -0.3219
N  -0.5511  1.1108  0.4051
S  0.9885  1.7091  -0.3715
Br  -1.6142  -1.2134  -1.3299
H  1.5292  -1.5553  0.1479
H  -1.1521  -0.8333  1.0979
H  -1.3639  1.5116  -0.0615

Atomic partial charges in e from the natural (NBO) method, atoms 1 to 5: -0.017, -0.031, -0.524, -0.727, 0.641

=====

> Look up the charge of the first one.

0

=====

> Number 2 is which compound?

C4H4